The following is a quantum chemistry calculation of 3 unconnected molecules or ions with the total composition C19H47NO4P, from OMol25.

Bonds (Å) are listed after each position.
Cartesian coordinates (Å):
1 C 1.8773 -2.5970 -0.0768  C2 1.517, H14 1.087, H15 1.093, H16 1.085
2 C 1.4315 -2.5801 -1.5264  C1 1.517, O3 1.417, H17 1.092, H18 1.099
3 O 1.3771 -1.2719 -2.0673  C2 1.417, C4 1.408
4 C 0.0840 -0.7677 -2.3053  O3 1.408, C5 1.525, H19 1.090, H20 1.099
5 C -0.3807 -0.9760 -3.7430  C4 1.525, C6 1.523, H21 1.089, H22 1.091
6 C -0.4004 -2.4130 -4.2473  C5 1.523, C7 1.554, H23 1.087, H24 1.088
7 C -1.5594 -3.3308 -3.7696  C6 1.554, C8 1.528, H25 1.086, H26 1.093
8 C -2.6945 -2.6776 -2.9820  C7 1.528, N9 1.528, H27 1.083, H28 1.087
9 N -2.5433 -2.9965 -1.4954  C8 1.528, P10 1.768, H29 1.022, H30 1.029
10 P -3.6563 -2.0262 -0.5225  N9 1.768, O11 1.454, O12 1.571, O13 1.572
11 O -3.1288 -0.6719 -0.4994  P10 1.454
12 O -5.0480 -2.1835 -1.2351  P10 1.571, H31 0.968
13 O -3.6904 -2.7684 0.8631  P10 1.572, H32 0.971
14 H 1.4069 -1.8119 0.5095  C1 1.087
15 H 1.5593 -3.5486 0.3559  C1 1.093
16 H 2.9578 -2.5696 0.0141  C1 1.085
17 H 2.1459 -3.1490 -2.1243  C2 1.092
18 H 0.4744 -3.1070 -1.6446  C2 1.099
19 H 0.1546 0.3100 -2.1599  C4 1.090
20 H -0.6321 -1.1140 -1.5467  C4 1.099
21 H 0.3304 -0.4377 -4.3685  C5 1.089
22 H -1.3271 -0.4488 -3.8715  C5 1.091
23 H 0.5389 -2.9022 -4.0043  C6 1.087
24 H -0.4277 -2.3805 -5.3341  C6 1.088
25 H -1.9951 -3.8268 -4.6321  C7 1.086
26 H -1.1532 -4.1438 -3.1629  C7 1.093
27 H -2.8160 -1.6095 -3.1146  C8 1.083
28 H -3.6342 -3.1403 -3.2721  C8 1.087
29 H -2.6284 -4.0057 -1.3575  N9 1.022
30 H -1.5889 -2.7285 -1.2205  N9 1.029
31 H -5.6918 -2.6081 -0.6496  O12 0.968
32 H -3.9306 -2.1197 1.5443  O13 0.971
33 C -1.4857 2.9025 -2.2606  C34 1.525, H39 1.092, H40 1.092, H41 1.094
34 C -1.5742 4.4234 -2.3366  C33 1.525, C35 1.528, H42 1.093, H43 1.093
35 C -0.2276 5.0956 -2.5987  C34 1.528, C36 1.530, H44 1.093, H45 1.095
36 C 0.8280 4.8669 -1.5153  C35 1.530, C37 1.528, H46 1.094, H47 1.094
37 C 0.4187 5.3138 -0.1125  C36 1.528, C38 1.526, H48 1.093, H49 1.094
38 C 0.1428 6.8110 -0.0084  C37 1.526, H50 1.091, H51 1.090, H52 1.091
39 H -0.8486 2.5766 -1.4361  C33 1.092
40 H -2.4741 2.4658 -2.1023  C33 1.092
41 H -1.0823 2.4924 -3.1911  C33 1.094
42 H -2.0181 4.8098 -1.4158  C34 1.093
43 H -2.2598 4.6974 -3.1422  C34 1.093
44 H -0.3888 6.1681 -2.7316  C35 1.093
45 H 0.1704 4.7337 -3.5522  C35 1.095
46 H 1.7399 5.3973 -1.8048  C36 1.094
47 H 1.0973 3.8065 -1.4845  C36 1.094
48 H 1.2236 5.0550 0.5800  C37 1.093
49 H -0.4609 4.7553 0.2211  C37 1.094
50 H 1.0237 7.3887 -0.2939  C38 1.091
51 H -0.1177 7.0846 1.0146  C38 1.090
52 H -0.6860 7.1161 -0.6486  C38 1.091
53 C 1.1328 -3.4093 3.9191  C54 1.526, H59 1.090, H60 1.092, H61 1.093
54 C 0.9195 -1.9084 3.7418  C53 1.526, C55 1.528, H62 1.093, H63 1.096
55 C 2.2102 -1.1404 3.4612  C54 1.528, C56 1.529, H64 1.094, H65 1.095
56 C 3.2566 -1.2008 4.5748  C55 1.529, C57 1.528, H66 1.094, H67 1.094
57 C 2.7778 -0.6954 5.9348  C56 1.528, C58 1.526, H68 1.092, H69 1.094
58 C 2.3718 0.7757 5.9277  C57 1.526, H70 1.092, H71 1.090, H72 1.091
59 H 1.7735 -3.6279 4.7731  C53 1.090
60 H 0.1820 -3.9188 4.0873  C53 1.092
61 H 1.5932 -3.8450 3.0290  C53 1.093
62 H 0.4221 -1.5014 4.6256  C54 1.093
63 H 0.2318 -1.7454 2.9044  C54 1.096
64 H 1.9615 -0.0960 3.2526  C55 1.094
65 H 2.6613 -1.5292 2.5429  C55 1.095
66 H 4.1255 -0.6140 4.2630  C56 1.094
67 H 3.6147 -2.2283 4.6845  C56 1.094
68 H 3.5854 -0.8345 6.6570  C57 1.092
69 H 1.9427 -1.3044 6.2925  C57 1.094
70 H 3.2061 1.4073 5.6170  C58 1.092
71 H 2.0653 1.0953 6.9241  C58 1.090
72 H 1.5344 0.9625 5.2534  C58 1.091

Summary:
Total charge: +1
E, eV: -39430.240
Frontier orbital gap, eV: 9.10

These are the Löwdin partial charges, in e, on atoms 1 to 5: C -0.059; C -0.275; O -0.117; C -0.212; C -0.163